Here is a 2-piece molecular cluster, CH3IO overall at a distorted geometry from the OMol25 dataset. Energies are from ωB97M-V with the def2-TZVPD basis set.

Calculated values
Net charge: 0
Frontier orbital gap: 9.95 eV
Energy relative to the best compared isomer or geometry (same formula, charge and spin): 0.7397 eV

```
6
Properties=species:S:1:pos:R:3:forces:R:3:mulliken_charge:R:1
C 1.108 0.366 0.069 0.01 -1.41 0.90 -0.0707
O 0.347 -0.542 -0.142 0.54 0.54 -0.31 -0.3906
H 2.060 0.238 0.534 1.33 -0.99 0.37 0.2160
H 0.972 1.403 -0.006 -1.40 1.85 -0.94 0.2317
I -2.936 -0.467 -0.125 -2.93 0.98 0.39 -0.1195
H -1.551 -0.998 -0.331 2.44 -0.97 -0.40 0.1332
```
Positions in Å, forces in eV/Å.